Entry from the OMol25 dataset: a cluster of 2 separate species, C3H9N2O2 in total (ωB97M-V/def2-TZVPD).

```
! RIJCOSX wB97M-V def2-TZVPD def2/J DEFGRID3
* xyz 1 1
C 1.1467 -0.2366 0.2317
C -0.8541 -0.7747 0.1615
C -0.2192 1.7504 -0.1607
N 0.3267 -1.5286 0.4204
N -0.0383 0.3989 -0.3851
O 2.2554 -0.3104 -0.5131
O -1.7801 -1.2432 -0.7116
H 1.2231 0.2521 1.2450
H -1.6074 0.1070 1.5840
H 0.1478 1.9532 0.9084
H 0.2666 2.3432 -1.0117
H -1.3381 1.9826 -0.3360
H 0.5046 -1.9839 1.3242
H 0.0053 0.3463 -1.3603
H 2.3495 -1.1999 -1.1081
H -2.3887 -1.8564 -0.2887
*
```

Values from the calculation:
**ΔE to the lowest compared entry with this formula, charge and spin**: 138.2 kcal/mol

Atom charges from the Mulliken analysis, given in e for atoms 1 to 4:
1. C -0.054
2. C -0.066
3. C -0.790
4. N -0.382